No. 1
Molecular formula: C11H14BF3FeN6O3S
Method: DFT, ωB97M-V with the def2-TZVPD basis set

XYZ file:
```
40
Properties=species:S:1:pos:R:3
H 1.51441 3.71815 0.42563
N 1.03487 1.91267 -0.62198
B 0.07921 0.31920 -2.48186
N 0.52560 1.67424 -1.90105
C 0.56467 2.81979 -2.60233
Fe 1.64182 0.72078 0.68504
H 0.27536 2.80278 -3.64325
C 0.99948 3.85366 -1.77039
H 1.11393 4.88590 -2.04314
C 1.25040 3.26473 -0.51968
H 0.22342 0.35093 -3.67615
C -1.85303 -2.78636 3.02741
H -1.51514 -3.63625 3.63832
H -1.06356 -2.50381 2.31982
H -2.74776 -3.08568 2.45741
N -1.44773 -0.08919 -2.26774
N 1.08798 -0.68664 -1.87862
N -1.87662 -0.19809 -0.94569
N 1.67498 -0.69276 -0.61333
C -2.48620 -0.40089 -3.09489
C 1.62050 -1.67691 -2.60643
H -2.38707 -0.38727 -4.17247
H 1.31088 -1.74309 -3.63967
C -3.62197 -0.67410 -2.29837
C 2.47126 -2.42023 -1.78925
C -3.15921 -0.54522 -0.96248
C 2.44637 -1.82198 -0.51952
H -4.61638 -0.95750 -2.59916
H 3.00934 -3.28794 -2.09641
H -3.71390 -0.66909 -0.02912
H 2.89311 -2.12610 0.41692
H -2.05264 -1.91803 3.62167
F 1.21212 0.38046 5.81516
C 1.22895 1.16921 4.70788
F 0.57561 2.32992 4.98044
F 2.51375 1.48535 4.40880
S 0.41406 0.22656 3.31269
O 1.28953 -0.89877 2.97033
O -0.93521 -0.00021 3.75640
O 0.50484 1.29177 2.22903
```

2S+1	5
⟨S²⟩	6.013
Kohn-Sham gap (alpha / beta)	0.2999 / 0.2825	Ha
lowest unoccupied orbital energy (alpha / beta)	-0.47 / -0.94	eV

=====

No. 2
Molecular formula: C11H14BF3N6O3SSn
Method: DFT, ωB97M-V with the def2-TZVPD basis set

XYZ file:
```
40
Properties=species:S:1:pos:R:3
H -0.82223 2.88561 0.77503
N -0.16617 1.59635 -0.76716
B 0.67972 0.66416 -2.99839
N 0.50383 1.81838 -1.94969
C 0.86583 3.11517 -2.02988
Sn -1.38444 -0.44405 -0.11214
H 1.42817 3.45339 -2.88798
C 0.39357 3.77773 -0.89748
H 0.49658 4.79839 -0.62014
C -0.27446 2.78308 -0.14334
H 1.19397 1.04304 -4.00974
C -1.17002 -2.47857 0.39069
H -1.45349 -2.41055 1.47851
H -0.26788 -3.11037 0.30496
H -2.00654 -2.91409 -0.22041
N -0.73097 0.05797 -3.22704
N 1.49150 -0.46422 -2.30164
N -1.46441 -0.45652 -2.16820
N 1.05226 -0.94689 -1.09528
C -1.50325 0.00566 -4.32368
C 2.66916 -1.02073 -2.63754
H -1.11710 0.35486 -5.27592
H 3.16457 -0.69453 -3.54656
C -2.74406 -0.54249 -3.98061
C 3.02522 -1.92050 -1.63150
C -2.68752 -0.82229 -2.62241
C 1.97259 -1.82933 -0.67937
H -3.59624 -0.73327 -4.58511
H 3.89186 -2.52691 -1.56305
H -3.41702 -1.17345 -1.89986
H 1.84565 -2.36795 0.24949
H -2.57806 0.73534 -0.18859
F -1.02856 0.47950 4.88350
C -0.47383 -0.31860 3.95048
F 0.62620 -0.93799 4.42879
F -1.39619 -1.26231 3.62075
S -0.03999 0.68874 2.44020
O -1.39688 1.14994 2.05626
O 0.90346 1.66314 2.82756
O 0.42957 -0.32994 1.44252
```

Kohn-Sham gap	0.3401	Ha
lowest unoccupied orbital energy	0.26	eV

=====

No. 3
Molecular formula: C11H14BF4N4O6Sr
Method: DFT, ωB97M-V with the def2-TZVPD basis set

XYZ file:
```
41
Properties=species:S:1:pos:R:3
Sr -0.48019 1.28905 -0.05155
O -1.09145 -0.71482 3.83596
C -1.62849 -0.90690 2.75704
C -2.87341 -1.77180 2.57475
C -3.00677 -1.90120 1.05863
C -1.93216 -0.95888 0.53753
O -1.72509 -0.73294 -0.67229
N -1.19604 -0.39925 1.54527
H -3.71156 -1.24514 3.02993
H -2.74633 -2.71091 3.10905
H -3.97384 -1.60737 0.65143
H -2.78490 -2.90372 0.68879
F -2.64658 3.93515 1.21466
B -2.31644 3.50450 -0.07464
F -0.87646 3.58180 -0.26136
F -2.97839 4.20854 -1.07488
F -2.62552 2.07880 -0.18233
N 3.22057 -0.28650 2.95698
C 1.96166 0.09385 2.32642
C 1.87906 1.59140 2.17436
O 2.74830 2.29836 2.87787
O 1.04718 2.12955 1.46739
H 3.08959 -1.08935 3.55308
H 3.30697 1.62411 3.31166
H 3.86917 -0.56219 2.22953
H 1.10242 -0.16938 2.95216
H 1.83494 -0.36113 1.34970
C -0.15951 0.10208 -4.64282
N 0.69786 -0.30684 -3.53225
C 1.51090 -1.41177 -3.60283
C 2.26609 -1.80293 -2.56853
C 2.22077 -1.04045 -1.31891
O 2.92569 -1.36159 -0.35434
N 1.34121 0.01953 -1.25698
C 0.61811 0.39760 -2.33582
O -0.15997 1.39502 -2.30483
H 0.07763 -0.52798 -5.49810
H 0.00692 1.14289 -4.90230
H -1.21083 -0.01010 -4.38889
H 1.49634 -1.93654 -4.54849
H 2.90254 -2.67255 -2.63006
```

energy above the lowest of the compared OMol25 structures with the same formula, charge and spin	9.3	kcal/mol
Kohn-Sham gap	0.3289	Ha
net charge	-1
lowest unoccupied orbital energy	2.77	eV

=====

No. 4
Molecular formula: C11H14BrIN2O4Rh
Method: DFT, ωB97M-V with the def2-TZVPD basis set

XYZ file:
```
34
Properties=species:S:1:pos:R:3
Rh -0.61394 0.25465 0.49193
C 0.78614 -1.01629 -2.01195
O 0.59382 -1.12107 -0.59100
C 1.81073 -1.20373 0.17690
C 2.45192 0.16200 0.30853
O 1.45303 1.05418 0.81707
C 1.85482 2.43627 0.91558
H 1.42104 -1.83714 -2.34032
H 1.23440 -0.05873 -2.28076
H -0.19559 -1.11447 -2.46626
H 2.48738 -1.92145 -0.28533
H 1.51184 -1.59402 1.15093
H 2.82132 0.54258 -0.64698
H 3.28849 0.10480 1.00844
H 2.58683 2.54405 1.71486
H 0.96145 3.00644 1.15175
H 2.28056 2.76675 -0.03233
Br -2.53636 -2.41312 6.05780
C -1.50094 -1.52578 4.77078
C -0.40420 -2.18659 4.20097
N 0.36967 -1.62315 3.28732
C 0.04569 -0.38753 2.90730
C -1.03126 0.33567 3.39855
C -1.81668 -0.23919 4.38361
C -1.31079 1.69941 2.83672
O -1.40708 2.69203 3.50046
O -1.43929 1.70003 1.50963
H -0.15324 -3.19319 4.51161
H 0.74449 0.08876 2.20894
H -2.65240 0.29596 4.81573
N -2.22606 1.36073 -1.79356
C -1.57597 0.94027 -0.95044
H -2.79635 1.72921 -2.53184
I -2.49271 -1.42469 0.70423
```

energy above the lowest of the compared OMol25 structures with the same formula, charge and spin	9.5	kcal/mol
Kohn-Sham gap	0.2684	Ha
net charge	+1
lowest unoccupied orbital energy	-5.01	eV

=====

No. 5
Molecular formula: C11H14BrN
Method: DFT, ωB97M-V with the def2-TZVPD basis set

XYZ file:
```
27
Properties=species:S:1:pos:R:3
C -0.89771 0.83006 1.12998
C -0.80586 -0.46069 -0.95318
C -1.15745 1.97946 0.43280
C -1.02018 0.70457 -1.63235
C -0.71399 -0.44701 0.50122
C -1.23573 1.86068 -0.98572
C -0.06187 -2.22189 2.50763
C 0.02457 -2.98023 1.17498
C -0.35414 -1.57087 1.19695
C -1.49090 3.10902 -1.72496
C 2.70529 -0.77997 -0.84864
N 2.58691 -0.70297 0.54234
Br 2.54617 0.95278 1.34052
H -0.89367 0.79162 2.21863
H -1.00319 -1.38982 -1.43724
H -1.22476 2.89900 0.85876
H -1.09822 0.63251 -2.68928
H -0.80373 -2.56733 3.20374
H 0.84033 -1.94782 3.02979
H 0.91480 -3.22959 0.71485
H -0.84942 -3.59322 0.86557
H -1.40935 3.84413 -0.85482
H -0.69269 3.51400 -2.33142
H -2.37075 3.23398 -2.30702
H 3.71724 -0.35427 -1.27127
H 2.68608 -1.92469 -1.10821
H 2.06223 -0.18146 -1.57366
```

2S+1	3
⟨S²⟩	2.055
Kohn-Sham gap (alpha / beta)	0.2630 / 0.3028	Ha
lowest unoccupied orbital energy (alpha / beta)	0.62 / -0.95	eV

=====

No. 6
Molecular formula: C11H14ClN2O3PS2
Method: DFT, ωB97M-V with the def2-TZVPD basis set

XYZ file:
```
34
Properties=species:S:1:pos:R:3
C -1.51506 2.33702 0.10502
C -2.42410 1.17686 -0.36304
O -2.75938 0.30777 0.70836
P -2.25733 -1.19524 0.51919
S -2.85601 -1.92562 -1.20996
C -2.62371 -2.24116 1.90563
C -2.40236 -3.74980 1.79059
S -0.22541 -1.09292 0.35133
C 0.29237 -0.89268 -1.29946
N 1.14310 0.20779 -1.49117
C 0.78074 1.44254 -1.98574
O -0.17390 1.61212 -2.73785
O 1.75845 2.39979 -1.82141
C 2.68670 1.77404 -1.00069
C 3.79322 2.25879 -0.39193
C 4.55796 1.46461 0.41228
Cl 6.12863 1.99861 0.87487
C 4.10079 0.12674 0.64209
N 2.99957 -0.41846 0.07891
C 2.31339 0.42057 -0.72610
H -1.39683 3.06964 -0.69354
H -0.60747 1.99390 0.47426
H -2.04054 2.78847 0.96165
H -3.37822 1.53234 -0.91243
H -1.82379 0.77491 -1.24393
H -1.98371 -1.77580 2.64853
H -3.73606 -2.12918 2.07950
H -1.39128 -3.91912 1.44430
H -3.15596 -4.23855 1.13902
H -2.53008 -4.21222 2.67942
H -0.65751 -0.71225 -1.87610
H 0.69709 -1.83728 -1.62869
H 4.07014 3.29796 -0.64737
H 4.61655 -0.64419 1.21445
```

energy above the lowest of the compared OMol25 structures with the same formula, charge and spin	22.8	kcal/mol
SMILES	CCO[P@](=S)(CC)SCn1c(=O)oc2cc(Cl)cnc21
Kohn-Sham gap	0.3214	Ha
lowest unoccupied orbital energy	0.33	eV

=====

No. 7
Molecular formula: C11H14IrN2OP
Method: DFT, ωB97M-V with the def2-TZVPD basis set

XYZ file:
```
30
Properties=species:S:1:pos:R:3
C -1.77813 -0.62599 -0.89481
C -1.28927 -1.94599 -0.74421
C -0.19784 -2.30360 -1.59486
C 0.51845 -1.29854 -2.24620
C 0.13115 0.00718 -2.03892
Ir -0.11814 -0.26525 -0.07344
P -0.45696 0.31407 2.02642
H -2.73991 -0.27607 -0.53525
H -1.66596 -2.76478 -0.09137
H 0.15847 -3.35785 -1.62131
H 0.60385 0.88543 -2.53246
H 1.42902 -1.52392 -2.79614
H 0.61731 0.39634 2.89766
H -1.30734 -0.49040 2.79716
H -1.03101 1.56884 2.36425
N 2.35230 5.57762 1.88765
C 1.43000 4.63973 1.55394
O 0.24725 4.61575 1.88229
C 2.01737 3.52180 0.73218
C 3.38097 3.23369 0.56426
C 3.70850 1.92549 0.22351
C 2.68014 0.96448 0.15982
N 1.36571 1.25732 0.21327
C 1.06949 2.57545 0.28167
H 2.05375 6.37210 2.42707
H 3.25382 5.59554 1.43412
H 4.15547 3.99646 0.60550
H 4.74668 1.60158 0.07927
H 2.92354 -0.09056 0.09131
H 0.00582 2.82142 0.23060
```

2S+1	6
⟨S²⟩	8.820
Kohn-Sham gap (alpha / beta)	0.2301 / 0.1933	Ha
net charge	+1
lowest unoccupied orbital energy (alpha / beta)	-2.96 / -7.27	eV

=====

No. 8
Molecular formula: C11H14N2
Method: DFT, ωB97M-V with the def2-TZVPD basis set

XYZ file:
```
27
Properties=species:S:1:pos:R:3
C -3.14243 2.34818 -1.65997
C -2.55188 1.01197 -1.92893
C -2.34944 -0.03949 -1.07551
N -1.93883 -1.08636 -1.84770
C -1.91530 -0.65850 -3.13503
N -2.29580 0.59011 -3.20158
H -2.37848 3.12631 -1.73249
H -3.51720 2.37608 -0.66716
H -3.83128 2.58666 -2.46807
H -2.40169 -0.18125 -0.00894
H -1.69332 -1.98935 -1.50516
H -1.62353 -1.24053 -3.99180
C 0.31853 0.96726 1.28444
C 1.45737 -0.01400 1.43701
C 2.73623 0.34386 1.03101
C 3.79076 -0.50529 1.35057
C 3.53307 -1.76802 1.87078
C 2.24488 -2.15034 2.21453
C 1.19022 -1.28581 1.92419
H -0.22381 1.29285 2.16584
H -0.36204 0.50327 0.55786
H 0.62261 1.84083 0.70819
H 2.89248 1.29341 0.53845
H 4.83493 -0.26031 1.19725
H 4.34898 -2.35665 2.22872
H 2.07236 -3.13032 2.63375
H 0.18259 -1.61456 2.07977
```

energy above the lowest of the compared OMol25 structures with the same formula, charge and spin	8.9	kcal/mol
SMILES	Cc1c[nH]cn1.Cc1ccccc1
Kohn-Sham gap	0.3404	Ha
lowest unoccupied orbital energy	0.72	eV

=====

What did the seventh record say?
Molecular formula: C11H14IrN2OP
Method: DFT, ωB97M-V with the def2-TZVPD basis set

XYZ file:
```
30
Properties=species:S:1:pos:R:3
C -1.77813 -0.62599 -0.89481
C -1.28927 -1.94599 -0.74421
C -0.19784 -2.30360 -1.59486
C 0.51845 -1.29854 -2.24620
C 0.13115 0.00718 -2.03892
Ir -0.11814 -0.26525 -0.07344
P -0.45696 0.31407 2.02642
H -2.73991 -0.27607 -0.53525
H -1.66596 -2.76478 -0.09137
H 0.15847 -3.35785 -1.62131
H 0.60385 0.88543 -2.53246
H 1.42902 -1.52392 -2.79614
H 0.61731 0.39634 2.89766
H -1.30734 -0.49040 2.79716
H -1.03101 1.56884 2.36425
N 2.35230 5.57762 1.88765
C 1.43000 4.63973 1.55394
O 0.24725 4.61575 1.88229
C 2.01737 3.52180 0.73218
C 3.38097 3.23369 0.56426
C 3.70850 1.92549 0.22351
C 2.68014 0.96448 0.15982
N 1.36571 1.25732 0.21327
C 1.06949 2.57545 0.28167
H 2.05375 6.37210 2.42707
H 3.25382 5.59554 1.43412
H 4.15547 3.99646 0.60550
H 4.74668 1.60158 0.07927
H 2.92354 -0.09056 0.09131
H 0.00582 2.82142 0.23060
```

2S+1	6
⟨S²⟩	8.820
Kohn-Sham gap (alpha / beta)	0.2301 / 0.1933	Ha
net charge	+1
lowest unoccupied orbital energy (alpha / beta)	-2.96 / -7.27	eV